No. 1
Entry from the OMol25 dataset: a cluster of 7 separate species, C48H51BNO14 in total (ωB97M-V with the def2-TZVPD basis set).

Each line ends with the Mulliken charge.
Geometry (Å):
1 C 6.9097 -2.8810 3.0854  -1.32
2 C 6.1346 -2.3981 1.8580  -0.33
3 C 4.7735 -3.0648 1.7914  0.52
4 C 4.1219 -2.9405 0.4239  -1.21
5 C 2.7018 -3.4821 0.2993  0.85
6 C 2.4003 -4.8056 1.0314  -1.68
7 B 1.7478 -4.6860 2.5436  1.10
8 C 0.2337 -4.0360 2.5666  -0.41
9 C -0.0862 -3.2061 3.8072  -0.21
10 C 0.7051 -1.9229 3.9663  -0.86
11 C 0.5007 -0.9268 2.8512  1.30
12 C 1.2381 0.4056 3.1029  -1.40
13 C 1.6550 -6.1891 3.1861  -0.89
14 O 2.9605 -6.7986 3.4905  -0.09
15 N 3.3002 -6.5357 4.8006  0.05
16 O 4.3914 -6.1010 4.9034  -0.31
17 H 6.5278 -2.3610 3.9560  0.28
18 H 6.7375 -3.9411 3.2220  0.32
19 H 7.9748 -2.6861 3.0008  0.39
20 H 6.6751 -2.6234 0.9406  0.50
21 H 5.9726 -1.3332 1.9731  -0.11
22 H 4.0955 -2.6390 2.5198  -0.12
23 H 4.8442 -4.1136 2.0515  0.28
24 H 4.1075 -1.8734 0.1895  0.08
25 H 4.7773 -3.4040 -0.3152  0.32
26 H 1.9569 -2.7460 0.5852  -0.49
27 H 2.5484 -3.6642 -0.7678  0.30
28 H 3.3144 -5.3939 1.0969  0.36
29 H 1.6964 -5.3658 0.4077  0.49
30 H 2.5215 -4.0457 3.2455  -0.36
31 H -0.0270 -3.4836 1.6682  -0.15
32 H -0.4646 -4.8796 2.6088  0.34
33 H -1.1449 -2.9609 3.8698  -0.41
34 H 0.1284 -3.8306 4.6743  0.42
35 H 0.3809 -1.4551 4.9017  0.58
36 H 1.7623 -2.1312 4.0877  0.10
37 H -0.5487 -0.7653 2.6343  0.32
38 H 0.9257 -1.3571 1.9506  -0.69
39 H 1.7799 0.3735 4.0363  0.48
40 H 0.4999 1.1998 3.1364  0.28
41 H 1.9228 0.5891 2.2877  0.09
42 H 1.0951 -6.1536 4.1243  0.17
43 H 1.1232 -6.8899 2.5450  0.27
44 C -0.4802 -3.9207 -3.1294  -0.46
45 C -0.1967 -3.5957 -1.8701  -0.12
46 C -0.4592 -2.2277 -1.3533  -0.12
47 O -0.1950 -1.9394 -0.2099  -0.23
48 C -1.0499 -1.2400 -2.2933  -0.37
49 C -1.3330 -1.5662 -3.5511  -0.41
50 C -1.0698 -2.9350 -4.0669  0.26
51 O -1.3314 -3.2292 -5.2160  -0.59
52 H -0.2959 -4.9099 -3.5287  0.45
53 H 0.2371 -4.2956 -1.1649  0.46
54 H -1.2338 -0.2528 -1.8929  0.46
55 H -1.7643 -0.8617 -4.2521  0.53
56 C 5.7119 3.7088 3.5223  -0.37
57 C 5.3009 2.4896 3.8607  -0.52
58 C 4.6468 1.5966 2.8688  0.37
59 O 4.2550 0.4908 3.1658  -0.45
60 C 4.4763 2.1169 1.4912  -0.09
61 C 4.8812 3.3377 1.1536  -0.46
62 C 5.5315 4.2312 2.1423  0.30
63 O 5.9004 5.3485 1.8427  -0.59
64 H 6.1881 4.3775 4.2284  0.40
65 H 5.4174 2.0919 4.8610  0.43
66 H 3.9977 1.4489 0.7856  0.49
67 H 4.7514 3.7304 0.1557  0.50
68 C 0.2703 3.0947 -3.5470  -0.46
69 C 1.4361 3.4363 -3.0067  -0.45
70 C 1.6397 3.3975 -1.5365  0.15
71 O 2.6983 3.7034 -1.0339  -0.48
72 C 0.4971 2.9634 -0.6917  -0.45
73 C -0.6678 2.6242 -1.2342  -0.05
74 C -0.8705 2.6618 -2.7028  0.43
75 O -1.9339 2.3477 -3.2016  -0.46
76 H 0.0966 3.1141 -4.6154  0.45
77 H 2.2828 3.7537 -3.6017  0.45
78 H 0.6709 2.9381 0.3771  0.47
79 H -1.5124 2.3032 -0.6363  0.40
80 C -5.9583 6.0940 -2.3732  -0.39
81 C -6.1877 5.6576 -3.6079  -0.44
82 C -5.5981 4.3844 -4.0929  0.35
83 O -5.8047 3.9912 -5.2232  -0.53
84 C -4.7443 3.6167 -3.1551  -0.34
85 C -4.5142 4.0547 -1.9208  -0.24
86 C -5.1033 5.3255 -1.4306  0.29
87 O -4.8967 5.7263 -0.3056  -0.55
88 H -6.3758 7.0189 -1.9961  0.41
89 H -6.8061 6.2003 -4.3118  0.45
90 H -4.3206 2.6954 -3.5302  0.51
91 H -3.8918 3.5113 -1.2219  0.46
92 C -4.8339 -2.8645 5.8996  -0.39
93 C -3.8802 -2.3938 5.1002  -0.14
94 C -4.1591 -2.0740 3.6760  0.29
95 O -3.2902 -1.6477 2.9508  -0.42
96 C -5.5419 -2.3015 3.1797  -0.39
97 C -6.4932 -2.7716 3.9810  -0.37
98 C -6.2139 -3.0888 5.4048  0.36
99 O -7.0863 -3.5149 6.1337  -0.57
100 H -4.6532 -3.1056 6.9392  0.42
101 H -2.8652 -2.2244 5.4374  0.42
102 H -5.7222 -2.0636 2.1390  0.42
103 H -7.5066 -2.9450 3.6416  0.38
104 C -4.5942 4.8375 -7.8794  -0.46
105 C -3.5345 5.2471 -7.1875  -0.24
106 C -2.6017 6.2628 -7.7314  0.29
107 O -1.6338 6.6354 -7.1017  -0.55
108 C -2.8942 6.8102 -9.0815  -0.35
109 C -3.9521 6.4024 -9.7761  -0.40
110 C -4.8863 5.3834 -9.2293  0.40
111 O -5.8511 5.0160 -9.8650  -0.55
112 H -5.2816 4.0972 -7.4962  0.50
113 H -3.3032 4.8602 -6.2031  0.57
114 H -2.2005 7.5509 -9.4588  0.41
115 H -4.1839 6.7866 -10.7614  0.41

The LUMO energy comes out at -0.60 eV. Its frontier orbital gap is 4.522 eV. The value obtained for the total energy is -81426.1405 eV. The total charge is -1.



No. 2
Entry from the OMol25 dataset: a structure of composition C48H51MnN7S4 (ωB97M-V with the def2-TZVPD basis set).

Each line ends with the Löwdin spin population.
Geometry (Å):
1 Mn 1.7943 -0.5869 0.0454  1.02
2 N 1.1210 0.5281 -1.1376  0.02
3 S 0.1020 1.3191 -1.8684  0.02
4 N -1.4132 0.9117 -1.5532  0.01
5 S -2.1511 1.3459 -0.2504  0.00
6 N -1.4172 1.1333 1.1081  0.01
7 S -0.8411 -0.2164 1.7196  0.01
8 N 0.5096 -0.6750 1.2653  0.01
9 C -1.9856 -1.5412 1.4966  0.00
10 C -1.8352 -2.2846 0.3253  0.00
11 C -2.6865 -3.3536 0.1082  0.00
12 C -3.6606 -3.6731 1.0498  0.00
13 C -3.7895 -2.9278 2.2143  0.00
14 C -2.9487 -1.8487 2.4534  0.00
15 C -0.8283 0.2009 3.4196  0.00
16 C -1.9002 0.8981 3.9778  0.00
17 C -1.8768 1.1572 5.3374  0.00
18 C -0.7988 0.7324 6.1093  0.00
19 C 0.2690 0.0613 5.5295  0.00
20 C 0.2625 -0.2173 4.1703  0.00
21 C -3.6894 0.5182 -0.3793  0.00
22 C -4.6180 0.8223 0.6170  0.00
23 C -5.8695 0.2416 0.5388  0.00
24 C -6.1761 -0.6108 -0.5200  0.00
25 C -5.2391 -0.8898 -1.5059  0.00
26 C -3.9727 -0.3244 -1.4475  0.00
27 C -2.5524 3.0504 -0.1950  0.00
28 C -2.1990 3.8379 0.8928  0.00
29 C -2.6077 5.1646 0.8892  0.00
30 C -3.3485 5.6650 -0.1723  0.00
31 C -3.6929 4.8532 -1.2518  0.00
32 C -3.2983 3.5295 -1.2737  0.00
33 C 0.1596 1.0359 -3.5917  0.00
34 C -0.9890 1.1270 -4.3778  0.00
35 C -0.8544 0.9731 -5.7493  0.00
36 C 0.3981 0.7424 -6.3065  0.00
37 C 1.5299 0.6527 -5.5037  0.00
38 C 1.4217 0.8029 -4.1309  0.00
39 C 0.3585 3.0393 -1.6263  0.00
40 C 0.9819 3.4249 -0.4420  0.00
41 C 1.1999 4.7753 -0.2272  0.00
42 C 0.8049 5.7068 -1.1820  0.00
43 C 0.1858 5.3013 -2.3588  0.00
44 C -0.0417 3.9551 -2.5960  0.00
45 H -1.0623 -2.0368 -0.3911  0.00
46 H -2.5920 -3.9408 -0.7966  0.00
47 H -4.3200 -4.5140 0.8773  0.00
48 H -4.5398 -3.1909 2.9480  0.00
49 H -3.0402 -1.2847 3.3702  0.00
50 H -2.7212 1.2437 3.3636  0.00
51 H -2.6936 1.6979 5.7962  0.00
52 H -0.7905 0.9344 7.1725  0.00
53 H 1.1115 -0.2400 6.1377  0.00
54 H 1.0905 -0.7258 3.6957  0.00
55 H -4.3821 1.5197 1.4126  0.00
56 H -6.6164 0.4701 1.2875  0.00
57 H -7.1637 -1.0496 -0.5819  0.00
58 H -5.4979 -1.5391 -2.3318  0.00
59 H -3.2332 -0.5193 -2.2113  0.00
60 H -1.6308 3.4266 1.7150  0.00
61 H -2.3555 5.8042 1.7247  0.00
62 H -3.6731 6.6977 -0.1570  0.00
63 H -4.2828 5.2517 -2.0665  0.00
64 H -3.5817 2.8831 -2.0964  0.00
65 H -1.9571 1.3052 -3.9323  0.00
66 H -1.7282 1.0351 -6.3847  0.00
67 H 0.4939 0.6339 -7.3791  0.00
68 H 2.4980 0.4710 -5.9509  0.00
69 H 2.2921 0.7417 -3.4914  0.00
70 H 1.2925 2.6839 0.2829  0.00
71 H 1.6871 5.1047 0.6811  0.00
72 H 0.9932 6.7593 -1.0138  0.00
73 H -0.1043 6.0327 -3.1016  0.00
74 H -0.5044 3.6347 -3.5200  0.00
75 C 0.5914 -4.1650 2.2090  0.00
76 N 2.0145 -4.6153 2.0620  0.00
77 C 2.6639 -4.8514 3.3947  0.00
78 C 2.8313 -3.6549 1.2205  0.00
79 C 2.2808 -3.5473 -0.1805  0.00
80 C 2.2881 -4.7219 -0.9322  0.00
81 C 1.7479 -4.7777 -2.2086  0.01
82 C 1.1996 -3.6298 -2.7600  -0.01
83 C 1.2133 -2.4384 -2.0448  0.00
84 C 1.7632 -2.3813 -0.7629  -0.08
85 H 0.1261 -4.7420 3.0029  0.00
86 H 0.0691 -4.3216 1.2687  0.00
87 H 0.5953 -3.1046 2.4521  0.00
88 H 2.0004 -5.5060 1.5621  0.00
89 H 2.6512 -3.9168 3.9503  0.00
90 H 3.6858 -5.1845 3.2359  0.00
91 H 2.1013 -5.6128 3.9272  0.00
92 H 3.8433 -4.0596 1.2078  0.00
93 H 2.8410 -2.7134 1.7605  0.00
94 H 2.7442 -5.6201 -0.5207  0.00
95 H 1.7684 -5.7040 -2.7681  0.00
96 H 0.7789 -3.6480 -3.7577  0.00
97 H 0.8108 -1.5528 -2.5115  0.00
98 C 7.0590 1.9511 0.6340  0.00
99 N 5.7716 1.3969 1.0726  0.00
100 C 5.1052 0.4672 0.4201  0.00
101 S 3.6110 -0.0784 1.2054  -0.02
102 N 5.5738 -0.0289 -0.7079  0.00
103 C 4.9705 -1.0988 -1.5045  0.00
104 H 7.2727 2.8262 1.2383  0.00
105 H 6.9984 2.2634 -0.4086  0.00
106 H 7.8640 1.2272 0.7666  0.00
107 H 5.3900 1.6996 1.9563  0.00
108 H 6.4900 0.2826 -0.9991  0.00
109 H 3.9070 -0.9197 -1.6407  0.00
110 H 5.1254 -2.0697 -1.0371  0.00
111 H 5.4467 -1.0970 -2.4808  0.00

The LUMO energy (spin up / spin down) comes out at -11.18 / -10.64 eV. The spin multiplicity is 2. Its frontier orbital gap (spin up / spin down) is 6.955 / 7.498 eV. The value obtained for the total energy is -135653.0682 eV. The total charge is +4.



> Among the records above, which one has the lowest total charge?

C48H51BNO14



> The lowest total charge belongs to which entry?

C48H51BNO14



> Which value of total charge does entry 1 give?

-1